Formula: C48H132N12O12
Source: OMol25
Level of theory: ωB97M-V with the def2-TZVPD basis set

Cartesian coordinates (Å):
1 C 4.6795 4.8249 -1.1044
2 C 4.0320 3.4071 -1.1262
3 C 3.1994 3.1407 0.1694
4 O 3.9645 3.1794 1.3684
5 C 3.2197 2.6992 2.4783
6 N 3.1702 3.3855 -2.3288
7 H 5.3458 4.8146 -1.9670
8 H 5.2689 5.0128 -0.2071
9 H 3.8621 5.5282 -1.2635
10 H 4.7575 2.6034 -1.2520
11 H 2.7645 2.1432 0.1068
12 H 2.3314 3.7976 0.2250
13 H 2.7617 1.7174 2.3583
14 H 2.4248 3.4107 2.7020
15 H 3.9254 2.3851 3.2473
16 H 2.4735 2.6546 -2.3060
17 H 3.6959 3.3574 -3.1908
18 C -4.0054 3.6243 -1.5737
19 C -3.0315 2.3940 -1.6388
20 C -2.0194 2.3782 -0.4510
21 O -1.1989 3.5979 -0.3550
22 C -0.3703 3.6871 -1.4413
23 N -3.9487 1.2660 -1.6394
24 H -3.4140 4.5205 -1.7614
25 H -4.4739 3.6677 -0.5905
26 H -4.9000 3.6642 -2.1951
27 H -2.4143 2.4802 -2.5330
28 H -1.3479 1.5204 -0.4883
29 H -2.5357 2.3439 0.5084
30 H 0.2493 2.7941 -1.3589
31 H 0.2707 4.5621 -1.3331
32 H -0.8245 3.6913 -2.4321
33 H -4.3097 1.2804 -2.5826
34 H -3.4624 0.3869 -1.5352
35 C 1.6292 -2.7178 -3.1112
36 C 1.3651 -3.0612 -4.6265
37 C 1.6653 -1.8889 -5.5265
38 O 1.6232 -2.2761 -6.8709
39 C 1.7650 -1.0884 -7.7010
40 N 2.2923 -4.1514 -5.0624
41 H 1.2039 -3.5149 -2.5015
42 H 1.1649 -1.7676 -2.8472
43 H 2.7121 -2.6598 -3.0013
44 H 0.3250 -3.3274 -4.8145
45 H 2.6496 -1.5098 -5.2517
46 H 0.9189 -1.1354 -5.2750
47 H 0.8554 -0.4924 -7.7751
48 H 2.0019 -1.4329 -8.7076
49 H 2.6232 -0.5149 -7.3509
50 H 2.2711 -4.1628 -6.0721
51 H 3.2118 -3.7947 -4.8449
52 C 0.7370 2.0102 7.3046
53 C -0.0022 0.7028 7.0277
54 C 0.5686 -0.1033 5.9037
55 O 0.2793 0.5830 4.6945
56 C 0.4161 -0.3822 3.6158
57 N 0.1336 -0.0694 8.3069
58 H 1.7765 1.8445 7.5875
59 H 0.3292 2.4988 8.1895
60 H 0.7329 2.6794 6.4442
61 H -1.0444 0.9429 6.8172
62 H 0.0890 -1.0751 6.0204
63 H 1.6335 -0.2590 6.0768
64 H -0.1597 -0.0309 2.7595
65 H -0.0392 -1.3543 3.8052
66 H 1.4405 -0.6339 3.3411
67 H -0.3303 0.3920 9.0763
68 H -0.2721 -0.9942 8.3210
69 C -4.8019 -4.1185 -0.4443
70 C -3.8225 -2.9763 0.0283
71 C -2.5721 -3.4549 0.8750
72 O -1.8493 -2.3354 1.3652
73 C -0.7643 -2.7063 2.3088
74 N -3.5153 -2.1743 -1.1339
75 H -5.6193 -3.7051 -1.0351
76 H -5.2314 -4.5644 0.4528
77 H -4.2172 -4.8306 -1.0268
78 H -4.4560 -2.3757 0.6810
79 H -1.9986 -4.1903 0.3107
80 H -2.9206 -3.8959 1.8088
81 H -0.1599 -1.8237 2.5179
82 H -0.1431 -3.4990 1.8918
83 H -1.2251 -3.1209 3.2054
84 H -2.7136 -1.6659 -0.7891
85 H -3.1912 -2.7831 -1.8718
86 C -0.2535 -6.4121 0.0424
87 C -0.0118 -4.9902 -0.3820
88 C 1.3037 -4.4494 0.1216
89 O 1.5272 -3.0958 -0.1482
90 C 2.7616 -2.6660 0.3885
91 N 0.1198 -4.8982 -1.7989
92 H -1.1446 -6.8355 -0.4211
93 H -0.3393 -6.3788 1.1285
94 H 0.6094 -7.0301 -0.2058
95 H -0.7922 -4.3518 0.0322
96 H 2.1338 -5.0407 -0.2647
97 H 1.2696 -4.6116 1.1989
98 H 3.6281 -3.1298 -0.0829
99 H 2.7793 -2.7397 1.4759
100 H 2.9275 -1.6064 0.1942
101 H 0.5884 -4.0049 -1.8495
102 H 0.7196 -5.5865 -2.2309
103 C 1.2963 1.2630 -2.4891
104 C 2.4769 0.5739 -3.1620
105 C 2.6551 0.9958 -4.6456
106 O 1.5064 0.6054 -5.4167
107 C 1.2738 1.3867 -6.5545
108 N 3.6680 0.7805 -2.3457
109 H 0.4300 1.3055 -3.1494
110 H 1.5935 2.2896 -2.2749
111 H 1.0684 0.7813 -1.5383
112 H 2.2295 -0.4876 -3.1709
113 H 3.4929 0.5757 -5.2022
114 H 2.7832 2.0755 -4.7225
115 H 0.8820 2.3701 -6.2949
116 H 0.5249 0.9352 -7.2051
117 H 2.1335 1.4240 -7.2236
118 H 4.3079 -0.0009 -2.3547
119 H 3.3713 0.9131 -1.3894
120 C 6.1982 0.6734 -0.7321
121 C 5.5936 -0.6749 -0.3809
122 C 4.2404 -0.9763 -1.0211
123 O 3.2340 -0.0981 -0.7348
124 C 3.0060 0.2420 0.6980
125 N 6.5384 -1.7491 -0.8109
126 H 6.0959 0.9000 -1.7934
127 H 7.2788 0.7284 -0.6004
128 H 5.7441 1.4903 -0.1712
129 H 5.3848 -0.7170 0.6881
130 H 3.8796 -1.9406 -0.6633
131 H 4.2706 -1.1208 -2.1011
132 H 2.0294 0.6641 0.9352
133 H 3.7913 0.8363 1.1651
134 H 2.9388 -0.6872 1.2639
135 H 7.4063 -1.4745 -0.3733
136 H 6.3514 -2.6340 -0.3615
137 C -1.3033 0.7041 -3.3064
138 C -2.1557 -0.4762 -2.7636
139 C -1.4483 -1.7911 -2.9355
140 O -2.3235 -2.8583 -2.5272
141 C -1.8872 -4.2078 -2.6767
142 N -2.5040 -0.1495 -1.3938
143 H -2.0229 1.4633 -3.6129
144 H -0.7053 0.2870 -4.1166
145 H -0.6083 1.1854 -2.6183
146 H -3.0798 -0.4924 -3.3415
147 H -0.5067 -1.7072 -2.3928
148 H -1.0730 -1.9158 -3.9513
149 H -2.1057 -4.6322 -3.6566
150 H -2.5323 -4.8012 -2.0287
151 H -0.8407 -4.4230 -2.4610
152 H -1.7714 -0.5083 -0.7983
153 H -3.2674 -0.7656 -1.1536
154 C -5.7611 1.8821 2.3369
155 C -4.2837 2.3492 2.4899
156 C -3.2860 1.2867 2.0185
157 O -3.5362 0.0429 2.6833
158 C -2.5412 -0.9490 2.3140
159 N -4.1312 3.5974 1.7196
160 H -5.9839 0.9788 2.9048
161 H -6.1555 1.5872 1.3645
162 H -6.3674 2.6406 2.8322
163 H -4.1006 2.5791 3.5396
164 H -2.2755 1.6516 2.2029
165 H -3.3839 1.1878 0.9374
166 H -2.7867 -1.9622 2.6325
167 H -1.6193 -0.5483 2.7354
168 H -2.4238 -0.8693 1.2333
169 H -4.6947 4.3655 2.0551
170 H -4.4241 3.5004 0.7579
171 C -1.1235 2.5817 5.6054
172 C -2.1801 2.8844 4.5467
173 C -3.0762 4.0576 4.9521
174 O -3.8798 3.7935 6.1241
175 C -5.1797 3.2192 5.8478
176 N -1.6095 3.2186 3.2362
177 H -0.5368 3.4616 5.8691
178 H -0.4322 1.8360 5.2127
179 H -1.4984 2.1411 6.5292
180 H -2.7494 1.9583 4.4672
181 H -3.7498 4.3031 4.1311
182 H -2.3987 4.8844 5.1656
183 H -5.6819 3.1971 6.8149
184 H -5.1316 2.2641 5.3246
185 H -5.5791 3.9603 5.1555
186 H -2.3772 3.5182 2.6523
187 H -1.2255 2.3681 2.8498
188 C 0.9966 -1.2216 -1.2526
189 C 0.2461 -1.2409 0.1156
190 C -0.3794 0.0560 0.5772
191 O 0.6375 0.9752 0.9946
192 C 0.0642 2.1823 1.4881
193 N -0.7786 -2.2518 -0.2482
194 H 1.7950 -0.4899 -1.1288
195 H 0.3646 -0.9644 -2.1026
196 H 1.3929 -2.1966 -1.5360
197 H 0.8873 -1.6165 0.9130
198 H -1.0793 -0.1085 1.3965
199 H -0.9066 0.4983 -0.2680
200 H 0.8412 2.8782 1.8048
201 H -0.4694 2.1138 2.4361
202 H -0.5199 2.6468 0.6936
203 H -0.4127 -3.1224 -0.6065
204 H -1.3863 -2.3936 0.5460

Forces on the atoms, in the same order (eV/Å):
-0.08 -1.51 -0.17
-0.39 1.09 0.06
-0.18 -0.31 -1.09
0.18 -0.50 -0.36
0.36 -0.35 -0.07
0.12 2.17 1.21
0.09 0.49 -0.05
-0.15 0.09 0.03
0.27 0.19 0.17
0.15 0.40 0.33
-0.10 0.47 -0.36
0.03 0.59 0.02
-0.53 0.29 -0.61
0.34 0.08 0.77
0.13 1.23 0.49
3.43 1.40 -0.26
0.18 -0.24 0.28
1.17 0.36 0.42
-1.35 1.32 0.82
-1.08 1.95 -0.63
-3.32 0.31 -0.73
1.64 -0.21 -0.18
-4.97 4.62 -1.68
-0.21 0.41 0.25
0.38 0.20 -0.59
0.46 -0.67 -0.72
-0.48 0.36 0.23
-0.97 2.05 -0.76
0.57 0.58 -1.07
0.24 0.32 -0.37
-0.04 0.05 -0.06
-0.32 0.15 0.00
-1.03 0.27 -0.14
-3.20 3.44 0.00
-0.16 -0.83 -4.85
1.59 -0.76 -0.14
-1.13 -0.50 1.53
-0.12 1.26 -0.90
0.37 -1.90 -0.39
-0.83 -0.23 0.84
2.13 1.73 -2.08
0.95 -1.46 -2.42
0.08 0.02 0.34
-0.03 -0.47 0.19
0.30 0.23 -0.13
0.14 -0.28 -0.40
0.26 -0.67 0.22
-0.01 -0.19 0.00
-0.17 0.10 0.04
-0.11 -0.20 -0.24
0.40 -0.10 0.11
1.00 0.07 0.19
0.41 -0.38 2.79
-0.07 0.37 1.14
1.52 -4.13 -1.90
-0.23 0.80 0.72
0.28 -0.23 -0.29
0.11 -0.51 -0.10
-0.36 0.23 -0.19
0.52 -0.32 0.85
0.70 -1.44 0.45
-0.19 -0.30 -0.78
0.29 0.10 -0.29
1.12 0.52 0.54
0.11 0.82 1.81
0.39 0.52 0.00
0.07 0.46 -0.07
-0.12 -0.19 -0.56
1.35 0.45 1.31
-2.06 -0.08 0.04
-4.08 -1.44 0.99
-1.76 -8.58 11.01
-0.62 -1.33 -0.64
-5.86 -0.06 8.36
0.31 0.18 -0.03
-0.05 -0.48 -0.16
-0.41 -0.29 -0.01
0.15 0.10 0.68
-0.70 0.62 0.53
-0.41 -0.69 -0.18
-0.77 -1.22 -1.06
-0.13 0.18 -0.20
-0.13 0.30 0.14
0.55 -3.18 -0.24
-2.34 0.51 1.02
0.38 0.18 0.68
1.28 -1.36 -0.15
0.56 -1.16 2.30
2.25 -4.06 1.57
-1.01 -0.71 0.82
4.00 -2.19 2.04
-0.02 0.10 0.11
-0.25 -0.52 0.11
0.00 -0.14 -0.05
0.93 -1.02 -0.80
0.09 -0.32 -0.13
0.52 0.01 0.60
-0.38 -1.48 0.65
0.02 -0.63 0.33
-1.98 -1.85 0.40
-0.95 -1.14 0.17
0.51 -0.30 0.29
1.41 0.82 -1.05
0.87 -0.30 -0.35
-0.65 0.42 -0.28
-0.30 1.53 0.26
-0.49 0.72 -0.16
1.48 5.20 -9.28
2.60 0.29 0.02
-3.22 -1.75 -0.15
-0.28 0.83 -0.51
0.08 -0.02 -0.38
0.60 -0.33 0.64
-0.08 0.27 0.18
0.38 0.33 0.07
-0.32 0.21 0.72
0.39 0.54 0.24
-0.74 2.78 -1.51
0.87 2.51 -2.39
0.21 0.29 -0.44
0.18 -0.64 -0.51
2.32 -3.32 0.62
-1.22 -2.86 11.12
1.95 -1.92 1.16
-0.17 0.75 0.42
-0.29 -0.03 -0.01
0.07 -0.30 0.57
0.08 -0.18 0.06
0.31 0.05 0.32
2.28 1.31 -1.49
0.38 -1.54 0.79
0.86 -0.11 -1.31
0.44 -0.23 -0.85
0.45 0.55 0.67
0.50 -0.01 -0.26
-0.49 -0.24 0.02
-1.69 -1.30 -0.51
0.45 1.08 -0.32
0.03 -0.55 -0.56
7.98 -2.66 -8.59
-3.11 1.03 -2.22
9.52 -3.54 0.49
0.53 -0.40 -0.83
0.01 0.47 -0.45
-2.57 -0.89 0.50
-0.12 -0.13 0.00
-2.06 -1.54 -0.01
-0.78 -0.15 -0.61
-0.29 0.28 -0.65
0.10 -0.03 0.49
-2.24 0.87 -0.94
0.12 -0.46 -0.49
-1.44 0.56 -0.28
0.13 -0.78 1.37
-2.02 -0.34 -1.10
-0.91 -0.89 0.43
-0.15 0.40 0.58
-4.49 5.73 2.03
0.70 0.03 0.14
0.38 -0.18 0.39
0.52 0.73 -0.45
-0.28 0.21 -0.43
-0.37 -0.28 -0.59
-0.77 -0.89 -0.23
-0.58 -0.86 0.20
-1.89 1.95 1.76
-0.65 -0.92 0.47
-2.01 1.87 0.81
-0.11 -0.10 0.54
0.16 -0.47 0.46
-0.88 1.66 -1.28
0.21 0.15 0.80
-0.41 -0.85 0.83
0.54 -0.45 -0.16
1.59 1.44 -0.36
-0.31 1.47 2.62
-0.65 0.43 -0.38
-1.13 1.62 0.09
-0.98 1.58 -0.73
-0.42 -0.19 0.14
0.06 0.44 -0.09
-0.28 0.20 0.11
-0.19 -0.19 -0.34
0.00 -0.27 0.34
-1.05 -0.19 0.02
0.10 0.33 -0.55
-3.07 1.87 2.21
0.31 2.63 2.93
-0.58 -1.44 -2.40
1.16 0.04 -0.60
-2.21 0.22 0.24
1.35 -0.03 -0.21
5.10 1.47 -7.16
-1.25 -1.52 -0.99
0.50 1.61 1.56
-0.71 2.40 2.05
0.08 0.72 0.05
0.76 0.69 -1.11
1.11 -1.12 1.12
0.17 -0.22 -0.51
3.78 -2.37 -2.54
0.66 0.02 1.49
0.30 2.08 -0.57
4.27 0.65 -6.69

Summary:
Charge: 0
Maximum force in Eh/bohr: 0.2735
Kohn-Sham gap in eV: 6.62
ΔE to the lowest compared entry with this formula, charge and spin in eV: 55.574

Atomic partial charges in e from the Löwdin method, atoms 1 to 99: -0.047, -0.370, -0.180, -0.154, -0.104, 0.046, 0.067, 0.070, 0.073, 0.079, 0.075, 0.129, 0.053, 0.098, 0.104, -0.049, 0.076, -0.033, -0.362, -0.144, -0.196, -0.111, 0.053, 0.075, 0.033, 0.075, 0.070, 0.058, 0.074, 0.059, 0.108, 0.103, 0.074, -0.178, -0.057, -0.335, -0.252, -0.147, -0.066, 0.044, 0.041, 0.025, 0.118, 0.129, 0.126, 0.115, 0.065, 0.096, 0.083, 0.055, 0.058, -0.075, -0.431, -0.182, -0.165, -0.066, 0.034, 0.087, 0.093, 0.056, 0.098, 0.127, 0.139, 0.056, 0.064, 0.117, 0.065, 0.057, -0.023, -0.308, -0.051, -0.313, 0.058, 0.059, 0.086, 0.071, 0.052, 0.132, 0.106, 0.151, 0.045, 0.106, 0.135, 0.040, -0.136, -0.010, -0.429, -0.177, -0.306, -0.091, 0.037, 0.094, 0.088, 0.091, 0.074, 0.148, 0.121, 0.118, 0.130